Computed, not measured: C44H38N2O2P2PdS as an isolated structure, with ωB97M-V/def2-TZVPD.

XYZ file:
```
90
Properties=species:S:1:pos:R:3:forces:R:3:mulliken_spin:R:1
Pd -0.6097 0.5208 -0.0556 0.44 -0.14 0.10 1.2159
O -1.0542 0.4802 3.4903 0.03 0.02 0.00 0.0645
S -0.0560 0.3025 2.4332 -0.05 0.05 -0.01 0.0366
C 1.3259 1.3879 2.7212 0.04 -0.01 -0.07 0.0393
C 1.5922 1.7795 4.0225 -0.01 0.03 0.01 0.0106
C 2.7576 2.4913 4.2843 0.00 -0.01 -0.03 0.0002
C 3.6517 2.7679 3.2564 -0.02 -0.01 0.02 0.0063
C 3.3558 2.4018 1.9492 0.03 0.00 0.02 0.0054
C 2.1622 1.7399 1.6562 -0.06 -0.06 0.02 0.0121
P 1.6805 1.3504 -0.0389 -0.16 0.09 -0.02 0.2623
C 1.9635 2.8869 -1.0095 -0.04 0.04 -0.06 0.0564
C 2.2079 4.1069 -0.4325 0.02 0.06 -0.03 0.2168
C 2.4685 5.2699 -1.2491 0.00 -0.02 -0.06 0.2483
C 2.4436 5.2127 -2.6554 0.00 0.00 0.12 0.0949
C 2.1291 4.0185 -3.2388 0.00 -0.02 0.02 0.0892
C 1.8394 2.8754 -2.4250 0.03 0.04 0.06 0.0791
C 2.7658 0.0579 -0.6621 -0.01 -0.08 0.09 0.0226
C 2.7991 -0.3177 -2.0121 0.01 0.00 -0.03 0.0265
C 3.6533 -1.3233 -2.4307 -0.01 0.00 0.00 -0.0044
C 4.4465 -1.9975 -1.5083 0.01 0.00 0.00 0.0373
C 4.3807 -1.6672 -0.1607 -0.01 0.03 0.01 -0.0081
C 3.5481 -0.6443 0.2667 0.01 -0.01 -0.08 0.0249
C 0.7220 -1.3000 2.5945 0.04 0.00 -0.04 0.0044
C 1.6214 -1.5355 3.6207 0.02 0.03 0.05 0.0046
C 2.1778 -2.8011 3.7719 0.00 -0.03 -0.02 0.0259
C 1.8457 -3.8213 2.8915 0.00 0.01 0.01 -0.0025
C 0.9363 -3.5925 1.8668 0.01 0.02 0.02 0.0412
C 0.3514 -2.3331 1.7188 -0.02 -0.11 -0.01 0.1245
P -0.9274 -2.1225 0.4858 -0.01 0.24 -0.06 0.2559
C -2.5411 -2.0062 1.1829 -0.05 -0.07 0.01 0.0856
C -2.7436 -2.1984 2.5586 -0.02 0.02 0.00 0.0580
C -4.0228 -2.1005 3.0747 0.00 -0.01 -0.01 -0.0053
C -5.0925 -1.8032 2.2356 0.00 0.00 0.00 0.0729
C -4.8935 -1.5913 0.8707 0.01 0.00 0.00 -0.0145
C -3.6232 -1.6816 0.3410 -0.01 0.00 -0.01 0.0607
C -0.7246 -3.1872 -0.8962 -0.09 -0.07 0.03 0.0989
C 0.5345 -3.2358 -1.5220 -0.03 -0.02 -0.01 0.0395
C 0.7208 -4.0802 -2.5963 -0.02 -0.01 -0.01 -0.0175
C -0.3378 -4.8618 -3.0618 0.00 0.01 0.03 0.0772
C -1.5887 -4.8058 -2.4504 0.03 0.02 0.00 -0.0061
C -1.7938 -3.9668 -1.3708 0.04 -0.03 -0.01 0.0543
H 0.8990 1.5246 4.8155 0.00 0.01 0.00 -0.0008
H 2.9784 2.8077 5.2953 0.00 0.00 0.00 0.0003
H 4.5805 3.2796 3.4720 0.00 0.01 0.00 0.0000
H 4.0651 2.6301 1.1621 0.00 0.01 -0.02 -0.0022
H 2.2167 4.2415 0.6412 0.00 -0.03 0.00 0.0417
H 2.7101 6.2031 -0.7520 0.00 0.00 0.01 -0.0060
H 2.6656 6.0965 -3.2389 0.00 -0.01 -0.02 0.0086
H 2.0825 3.9151 -4.3157 0.00 0.00 0.00 -0.0037
H 1.4632 1.9894 -2.9185 0.04 -0.03 -0.04 0.1483
H 2.1617 0.1460 -2.7500 -0.06 0.01 0.02 0.0028
H 3.7018 -1.5834 -3.4800 0.00 0.00 0.01 0.0003
H 5.1192 -2.7773 -1.8410 -0.01 0.00 0.00 0.0001
H 4.9998 -2.1886 0.5571 0.00 0.00 0.00 0.0004
H 3.5337 -0.3829 1.3145 -0.01 0.03 0.07 0.0050
H 1.8939 -0.7465 4.3103 -0.01 -0.05 -0.02 0.0034
H 2.8706 -2.9878 4.5819 0.00 0.00 0.00 0.0005
H 2.2805 -4.8049 3.0117 0.00 0.00 0.00 0.0017
H 0.6618 -4.4004 1.2009 0.00 -0.01 0.00 0.0043
H -1.9174 -2.4468 3.2115 0.00 -0.01 0.01 0.0054
H -4.1934 -2.2742 4.1284 0.01 0.00 0.00 0.0022
H -6.0925 -1.7437 2.6457 0.00 0.00 0.00 0.0000
H -5.7363 -1.3697 0.2298 0.00 0.00 0.00 0.0005
H -3.4652 -1.5267 -0.7213 0.01 0.01 0.00 -0.0129
H 1.3570 -2.6329 -1.1545 0.01 0.03 0.02 0.0169
H 1.6901 -4.1464 -3.0716 0.00 -0.01 -0.01 0.0008
H -0.1805 -5.5308 -3.8975 -0.01 -0.01 -0.01 0.0003
H -2.3946 -5.4356 -2.8017 0.00 -0.01 -0.02 0.0015
H -2.7542 -3.9541 -0.8723 0.01 0.01 0.00 0.0034
C -1.8470 -0.5672 -4.1097 -0.02 -0.03 -0.04 0.0075
C -1.5579 0.4575 -3.0637 -0.14 -0.07 -0.21 0.0028
O -0.6180 0.3015 -2.2549 0.41 -0.17 0.23 0.0516
N -2.2881 1.5635 -3.0317 -0.20 0.31 0.02 0.0103
C -1.9744 2.6889 -2.1541 -0.05 -0.02 -0.02 -0.0076
C -2.7125 2.6601 -0.8365 0.00 -0.03 0.10 0.0283
C -3.8442 3.4357 -0.6642 0.03 -0.01 -0.04 0.0066
C -4.5405 3.3974 0.5372 0.03 -0.02 0.01 -0.0005
C -4.0793 2.5657 1.5417 -0.01 0.00 0.00 0.0119
C -2.9398 1.8161 1.3170 0.01 -0.06 -0.02 0.0103
N -2.2595 1.8654 0.1589 -0.09 0.09 -0.04 0.1347
H -1.5732 -1.5523 -3.7365 -0.02 0.01 -0.01 0.0011
H -1.2353 -0.3535 -4.9896 0.01 -0.02 0.01 -0.0001
H -2.8907 -0.5542 -4.4199 0.00 -0.01 -0.01 0.0012
H -3.0345 1.6700 -3.7036 -0.03 0.01 0.01 0.0000
H -2.2358 3.6048 -2.6804 0.00 -0.01 -0.01 -0.0028
H -0.8965 2.6916 -1.9853 -0.02 0.00 0.03 0.0249
H -4.1777 4.0732 -1.4723 -0.01 0.01 0.00 0.0013
H -5.4228 4.0076 0.6792 0.00 0.00 0.00 0.0004
H -4.5807 2.4922 2.4964 -0.01 0.01 0.00 -0.0002
H -2.5613 1.1595 2.0917 0.00 0.05 -0.03 0.0009
```
Positions in Å, forces in eV/Å.

The energy above the lowest of the compared OMol25 structures with the same formula, charge and spin is 0.000 eV. As for the multiplicity: 5. The value obtained for the HOMO energy (spin up / spin down) is -17.87 / -18.94 eV. As for the charge: +4. The orbital gap (spin up / spin down) comes out at 0.252 / 0.153 Ha. The LUMO energy (spin up / spin down) is -0.405 / -0.543 Ha.